Entry 1:
Here is 3 unconnected molecules or ions with the total composition C11H12Cl2N2 at a distorted geometry from the OMol25 dataset. Energies are from wB97M-V/def2-TZVPD.

Positions of all 27 atoms, in Å:
C 5.38 -2.44 -3.48
C 5.23 -3.80 -3.54
C 4.14 -4.37 -2.86
N 3.22 -3.68 -2.21
C 3.43 -2.36 -2.11
C 4.46 -1.70 -2.73
H 6.16 -1.86 -3.97
H 5.92 -4.43 -4.08
H 4.01 -5.45 -2.88
H 2.73 -1.84 -1.45
H 4.57 -0.63 -2.60
C -3.41 2.68 2.47
C -4.05 3.91 2.51
C -5.42 3.91 2.76
N -6.19 2.82 2.88
C -5.52 1.65 2.87
C -4.16 1.52 2.70
H -2.38 2.64 2.15
H -3.55 4.85 2.35
H -5.95 4.85 2.89
H -6.20 0.80 2.90
H -3.63 0.58 2.61
Cl 1.16 1.82 0.11
C 0.32 0.34 0.61
Cl -1.44 0.51 0.37
H 0.68 -0.52 0.06
H 0.49 0.21 1.67

The value obtained for the molar mass is 243.14 Da. The calculation puts the largest force on an atom at 1.18 eV/Å. The value obtained for the HOMO energy is -9.6 eV. For the HOMO-LUMO gap, the calculation gives 10.17 eV. The calculation puts the energy above the lowest of the compared OMol25 structures with the same formula, charge and spin at 0.000 eV. The spin multiplicity is 1.


Entry 2:
Here is 25 unconnected molecules or ions with the total composition C11H72NO24 at a distorted geometry from the OMol25 dataset. Energies are from wB97M-V/def2-TZVPD.

Positions of all 108 atoms, in Å:
C 22.67 37.60 11.10
C 21.76 38.62 10.71
C 22.10 39.46 9.57
C 20.99 40.48 9.20
N 21.36 41.12 7.87
C 20.57 42.39 7.73
C 19.24 42.00 6.93
C 19.44 40.50 6.63
C 20.97 40.36 6.68
C 22.78 41.59 7.74
C 23.29 42.48 8.97
C 24.74 42.96 8.64
H 22.74 37.48 12.33
H 23.66 37.66 10.88
H 22.34 36.72 10.77
H 21.30 39.34 11.65
H 20.65 38.12 10.78
H 22.32 38.68 8.71
H 23.09 39.90 9.89
H 21.06 41.10 10.01
H 20.00 39.96 9.17
H 20.96 43.09 7.07
H 20.14 42.96 8.58
H 19.07 42.65 6.11
H 18.44 42.04 7.61
H 19.11 40.24 5.78
H 18.84 39.87 7.36
H 21.54 40.79 5.91
H 21.34 39.38 6.54
H 22.90 42.19 6.69
H 23.34 40.77 7.50
H 23.22 41.94 9.90
H 22.50 43.47 8.73
H 25.19 43.55 9.37
H 24.70 43.55 7.68
H 25.45 42.20 8.57
O 24.96 42.32 4.83
H 25.41 42.09 4.04
H 25.23 41.60 5.36
O 23.42 34.22 8.88
H 23.40 34.56 9.89
H 23.42 35.07 8.44
O 27.96 43.36 9.78
H 28.40 43.51 10.64
H 27.15 43.47 10.06
O 20.15 43.58 11.64
H 19.35 44.15 11.50
H 19.69 42.72 11.96
O 20.63 36.85 8.27
H 20.44 36.55 7.41
H 19.85 37.35 8.49
O 22.68 44.58 5.64
H 21.80 44.44 5.12
H 23.51 44.67 5.24
O 26.81 38.41 11.18
H 27.34 38.72 11.94
H 26.02 38.83 11.46
O 23.10 36.25 7.07
H 22.84 35.84 6.39
H 22.41 36.69 7.55
O 18.28 38.62 2.92
H 19.15 39.12 3.13
H 18.28 38.42 1.89
O 19.47 40.87 11.92
H 18.73 40.35 11.39
H 19.15 40.89 12.85
O 25.56 46.24 10.60
H 26.06 46.35 9.77
H 24.96 46.71 10.32
O 15.97 43.22 7.13
H 15.82 42.43 7.55
H 15.96 43.17 6.14
O 18.20 37.80 8.96
H 17.50 37.73 8.41
H 18.25 36.84 9.24
O 22.68 41.23 13.41
H 22.89 41.50 14.22
H 22.30 42.04 12.98
O 17.16 39.48 10.92
H 16.77 38.83 11.71
H 17.46 38.82 10.27
O 22.42 42.12 3.58
H 23.24 42.41 3.91
H 22.66 42.54 2.77
O 20.86 37.60 14.38
H 21.32 36.77 14.85
H 21.52 38.21 14.11
O 25.60 45.33 5.13
H 25.55 44.40 5.12
H 26.49 45.54 5.67
O 24.85 37.07 14.72
H 24.87 36.36 14.15
H 24.96 37.70 14.03
O 20.70 34.68 9.92
H 20.85 35.44 9.21
H 19.72 34.83 10.16
O 25.40 44.17 12.13
H 24.64 43.88 12.62
H 25.40 45.08 11.80
O 27.41 40.26 9.15
H 27.08 39.75 10.01
H 27.80 41.07 9.39
O 24.92 39.32 13.12
H 24.22 39.94 12.94
H 25.59 39.85 13.43
O 26.26 40.60 6.71
H 26.36 39.65 6.78
H 26.45 40.90 7.67

The value obtained for the molar mass is 602.68 Da. The calculation puts the largest force on an atom at 13.55 eV/Å. As for the net charge: +1. The value obtained for the HOMO energy is -12.1 eV. For the HOMO-LUMO gap, the calculation gives 9.23 eV. The calculation puts the energy above the lowest of the compared OMol25 structures with the same formula, charge and spin at 1.385 eV. The spin multiplicity is 1.


> What is the HOMO-LUMO gap in the second record?

9.23 eV


> The highest HOMO-LUMO gap belongs to which entry?

C11H12Cl2N2


> Which formula does entry 1 have?

C11H12Cl2N2